Below is a structure of composition C27H40Ge2P2Pd, with properties calculated with the ωB97M-V functional and the def2-TZVPD basis.

Gap between HOMO and LUMO (alpha / beta) (eV): 6.3 / 5.9
Molar mass (g/mol): 678.20
Expectation value of S²: 0.755
E_LUMO (alpha / beta) (hartree): -0.379 / -0.414
Spin multiplicity: 2
Net charge: +3

Each line ends with the Löwdin spin population.
Positions of all 72 atoms, in Å:
H  3.31  2.37  0.87  0.000
H  -1.96  2.18  -2.22  0.000
H  1.81  -1.09  -4.24  0.000
C  1.35  -4.82  -2.40  0.000
H  1.97  1.31  -2.52  0.000
P  -2.51  0.20  -1.00  0.021
H  0.50  2.07  -1.88  0.007
C  0.48  -2.75  -1.67  -0.001
H  1.76  -5.44  -3.19  0.000
C  2.69  3.11  0.38  0.018
H  -0.50  4.20  -0.50  0.000
H  -0.07  5.46  0.65  0.008
H  1.87  2.66  3.64  0.000
H  -1.31  4.29  1.10  0.000
C  2.26  -0.23  2.42  0.039
H  -2.16  -0.32  -4.02  0.000
C  0.61  -4.58  -0.12  -0.001
H  0.97  0.11  -5.25  0.000
Ge  -0.01  0.33  0.90  0.357
H  -1.98  -1.99  1.38  0.002
H  5.50  -1.03  1.91  0.002
H  -3.43  1.46  -2.82  0.000
C  -0.37  4.41  0.56  0.036
H  -4.69  -0.62  -1.61  0.001
H  2.53  2.85  -0.67  0.000
H  -3.90  -1.69  -0.43  0.000
H  -3.48  -2.53  3.22  0.000
H  0.29  3.50  3.79  0.000
H  -0.77  1.59  3.47  0.003
H  1.42  -6.38  -0.94  0.000
H  -0.13  -2.65  0.43  0.002
H  -3.42  -1.75  -2.14  0.000
C  -1.63  0.56  -3.64  0.000
C  4.47  -0.79  1.68  0.044
C  2.74  -0.43  0.05  0.029
C  0.27  -3.26  -0.40  0.003
P  0.02  0.03  -3.08  0.001
Ge  1.06  3.41  1.35  0.113
H  -4.21  1.66  -0.23  0.000
H  1.15  -3.12  -3.69  0.000
H  3.90  -0.59  3.75  0.000
C  3.58  -0.54  2.72  0.000
H  0.22  -1.48  -4.95  0.000
C  4.06  -0.75  0.36  0.004
H  2.43  -0.42  -0.98  0.001
C  0.83  -0.69  -4.51  0.000
C  1.02  -3.50  -2.69  0.001
H  3.22  4.07  0.39  0.003
C  -2.89  -1.63  3.27  0.005
C  -2.03  -1.31  2.23  0.020
C  0.93  1.55  -2.74  0.004
H  1.56  -0.06  3.24  0.001
C  -2.41  1.23  -2.50  0.000
C  1.84  -0.18  1.09  0.110
Pd  -0.54  -1.11  -1.16  0.023
H  -2.29  1.02  5.30  0.000
H  4.76  -0.97  -0.44  0.000
C  -1.36  0.68  3.40  0.016
C  1.15  -5.35  -1.13  0.002
C  -3.74  -1.09  -1.33  0.004
C  -2.99  -0.79  4.37  0.012
H  -1.51  1.25  -4.49  0.000
H  -3.53  0.72  1.12  0.000
H  0.46  -4.98  0.88  0.000
C  -1.25  -0.16  2.29  0.079
C  1.24  3.46  3.26  0.016
H  1.75  4.42  3.45  0.004
H  -2.64  2.11  0.48  0.005
C  -3.29  1.28  0.22  0.006
C  -2.22  0.36  4.44  -0.001
H  0.89  2.19  -3.62  0.000
H  -3.66  -1.04  5.18  0.001